19
Properties=species:S:1:pos:R:3:forces:R:3 method="wB97M-V/def2-TZVPD" largest_force_ev_per_a=6.14 total_energy_ev=-11510.9072 homo_lumo_gap_ha=0.332
C -3.170 0.045 0.532 -0.13 -1.81 0.42
C -1.859 0.069 1.292 1.86 -0.52 4.03
C -0.522 0.012 0.477 -2.01 1.15 -0.63
C -0.706 0.509 -0.762 2.84 -1.81 -0.07
C 1.630 0.070 -1.620 2.27 1.40 -2.71
C 2.298 -0.382 -0.609 4.02 -1.09 4.51
C 0.761 -0.115 1.271 -2.50 -0.70 3.78
H -3.064 -0.571 -0.349 0.28 -0.68 -0.24
H -4.029 -0.432 1.066 0.81 0.81 -0.04
H -3.444 0.945 0.089 -0.70 1.97 -0.19
H -1.945 -0.811 2.204 0.71 2.20 -2.75
H -1.587 1.022 1.922 -1.50 -1.45 -0.81
H -1.698 0.900 -1.083 1.54 -0.55 -0.65
H 2.260 0.383 -2.573 -1.39 -0.99 2.03
H 3.492 -0.497 -0.538 -3.15 0.23 -0.87
H 0.967 0.993 1.786 -0.50 -2.82 -1.07
H 0.460 -1.026 2.140 0.77 3.17 -1.83
O 0.382 0.397 -1.760 -5.06 1.74 -0.03
O 1.867 -0.666 0.741 1.87 -0.27 -2.89